(1)
Below is 2 unconnected molecules or ions with the total composition C5H12O, with properties calculated with the ωB97M-V functional and the def2-TZVPD basis.

Structure (XYZ):
```
18
Properties=species:S:1:pos:R:3
O 1.028 -2.588 0.452
H 1.968 1.214 0.817
H -0.538 1.886 -0.145
H -3.101 -0.136 0.984
H -2.645 1.359 0.897
H -0.492 0.111 1.815
H -0.684 -1.161 0.516
H 1.621 0.020 -2.006
C -0.850 -0.052 0.795
C 1.417 0.927 -0.096
H 1.810 -2.909 -0.061
C -2.280 0.388 0.489
C -0.062 0.860 -0.149
H 3.259 0.589 -1.183
H -0.374 0.708 -1.266
C 2.116 0.439 -1.133
H 0.474 -2.077 -0.166
H -2.667 0.422 -0.559
```

Summary:
Kohn-Sham gap (spin up / spin down) in eV: 2.60 / 9.64
2S+1: 2
Total charge: -1
LUMO level (spin up / spin down) in eV: 3.8 / 3.7
Energy relative to the best compared isomer or geometry (same formula, charge and spin) in kcal per mole: 32.8

***

(2)
Below is a single C14H18N4O4S molecule, with properties calculated with the ωB97M-V functional and the def2-TZVPD basis.

Structure (XYZ):
```
41
Properties=species:S:1:pos:R:3
O -1.951 1.029 -2.177
C -0.623 -0.942 0.866
H 0.681 -2.621 0.971
O -2.049 0.916 0.829
H -1.145 1.267 3.383
H -0.524 -2.265 -3.499
H 2.331 -2.888 2.769
H -3.138 1.940 2.267
C 1.145 -0.308 -3.931
H 1.120 -0.858 -4.873
C 0.684 -1.520 2.809
H 2.237 -1.899 4.235
H 1.839 -0.808 -3.248
N -0.190 -0.220 -3.393
C -2.516 2.122 1.384
N -1.024 -1.134 -0.472
H -1.686 2.784 1.647
C 0.438 1.515 -1.236
H 0.465 -0.199 4.475
H -1.878 -1.281 -2.858
N 1.396 0.712 -0.675
O 0.893 -2.051 -1.291
H -3.117 2.581 0.601
O -0.341 2.265 -3.573
H -0.198 3.519 -0.603
C 0.280 -1.774 1.503
H -1.826 -0.570 -0.744
C 1.875 1.383 0.397
H 1.634 -0.239 -0.932
H 2.633 0.986 1.041
C 0.158 -0.418 3.463
H 1.477 0.709 -4.123
H 1.118 -3.238 3.998
C -0.798 -1.426 -2.857
N 1.308 2.549 0.542
C -0.242 -1.620 -1.455
C -0.759 0.417 2.844
S -0.609 1.207 -2.652
C -1.163 0.167 1.543
C 1.655 -2.436 3.491
C 0.412 2.650 -0.468
```

Summary:
Structure (SMILES): COc1ccc(C)cc1NC(=O)CN(C)S(=O)(=O)c1cnc[nH]1
Kohn-Sham gap in eV: 9.05
LUMO level in eV: 0.7
Energy relative to the best compared isomer or geometry (same formula, charge and spin) in kcal per mole: 0.0

***

(3)
Below is 18 unconnected molecules or ions with the total composition C30H79Cl2NO20, with properties calculated with the ωB97M-V functional and the def2-TZVPD basis.

Structure (XYZ):
```
132
Properties=species:S:1:pos:R:3
H 1.867 5.164 -3.748
H -6.940 1.886 5.908
O -4.294 -7.994 -1.640
C 0.996 1.837 -1.322
H -2.294 -8.540 -1.900
H -5.310 7.371 11.800
H 4.289 3.513 -1.931
C 10.311 -9.001 -12.359
H 6.519 -4.517 -4.596
C -1.201 2.850 -1.076
H -4.607 -4.879 -1.769
O 6.863 -7.190 -4.864
C 0.078 2.860 -1.612
H -5.062 1.733 -1.652
H 2.035 4.672 -6.028
O 7.901 -7.496 -9.067
C 5.678 -4.052 -4.092
H -3.778 1.983 4.643
C 1.584 -0.404 -0.186
C -1.519 1.795 -0.237
Cl 0.908 -1.792 -1.126
H -4.178 8.970 9.761
H -4.590 7.730 6.267
H 5.163 4.455 -0.713
H -2.566 1.965 8.040
H 5.265 -4.769 -3.380
O -4.115 0.664 7.568
H 4.839 -0.022 0.844
H 7.717 -7.451 -6.758
C -3.596 -0.868 0.907
H 0.379 3.659 -2.275
O -3.725 2.228 0.602
H -2.681 6.078 4.985
H -6.771 11.407 7.069
C -3.337 2.904 4.253
C 3.082 -0.116 -0.420
O 6.164 -2.884 -3.436
H -6.218 9.485 8.276
H 3.464 0.955 1.393
H -4.382 0.516 -3.524
H 3.635 1.392 5.175
O -4.664 2.237 -2.372
H 5.424 -2.470 -2.983
H -4.403 -4.877 0.560
H -4.602 1.381 7.146
O -5.187 8.213 11.353
H 0.457 -4.157 -1.444
C -4.320 6.908 5.610
H -3.722 3.100 3.249
H -3.607 3.726 4.912
H 6.321 -7.463 -10.431
H 2.438 3.267 -5.011
H 7.655 -5.798 -6.128
H -4.763 5.984 5.999
C 4.288 1.867 4.439
H 3.212 0.782 -1.003
H 11.381 -9.102 -12.166
C 3.760 0.015 0.933
O 1.145 4.661 -4.137
C -4.362 -0.685 -0.375
H -0.281 -4.677 -3.627
C -6.987 2.931 6.200
C -2.738 1.021 7.515
H -1.924 3.621 -1.295
C 4.183 4.064 -0.998
H -5.925 1.363 -3.788
H -7.874 3.084 6.820
H 3.672 2.236 3.621
H 1.458 -0.677 0.854
H -4.411 2.069 -4.377
C -4.863 1.500 -3.567
H 10.159 -8.684 -13.393
C 6.616 -7.931 -9.487
H 5.763 0.604 4.587
H -4.712 7.109 4.609
O 3.677 3.153 -0.030
H -5.826 4.146 7.185
H -3.928 -1.168 -1.264
H -1.461 -5.159 -2.377
H -2.653 -4.799 0.282
O 5.212 0.945 3.877
H -0.337 -6.353 -3.060
H -5.693 10.767 5.816
C -3.597 -5.155 -0.125
O -2.899 6.805 5.577
H 9.836 -9.968 -12.215
C -0.446 -5.314 -2.753
C 7.825 -6.839 -5.863
C -1.263 -0.112 1.035
C -5.878 10.804 6.886
N -2.646 0.246 1.120
C 1.650 3.975 -5.280
C -2.780 1.511 0.475
O -3.778 -4.546 -1.409
C -3.157 -8.200 -2.477
H 3.498 4.902 -1.158
H -3.563 -6.239 -0.222
H -5.024 11.281 7.374
H 3.457 -0.807 1.576
H -4.263 -0.980 1.758
H 3.577 3.626 0.800
H 0.819 3.424 -5.711
H -3.014 -1.774 0.820
H 4.914 -3.802 -4.835
O 0.532 -5.072 -1.744
H 6.576 -9.017 -9.606
O -5.791 3.222 6.923
H 10.106 -7.232 -11.555
C -0.612 0.796 0.061
O 9.700 -8.096 -11.444
H -1.683 2.075 3.648
O -6.053 9.462 7.328
O -1.914 2.806 4.227
H -4.514 -8.831 -1.222
H -4.725 7.299 9.536
O -5.377 -0.052 -0.467
H -3.324 7.655 10.581
H 8.842 -6.943 -5.475
C -4.304 8.009 10.254
H 1.966 1.885 -1.788
H 7.015 -8.110 -4.632
H -7.071 3.546 5.301
H 8.532 -7.752 -9.748
Cl 3.941 -1.418 -1.311
H 5.907 -7.637 -8.716
H 4.793 2.716 4.906
H -2.169 0.236 8.009
H -3.374 -8.919 -3.270
O -0.775 -0.957 1.727
H -2.394 1.109 6.482
H -2.920 -7.238 -2.926
C 0.670 0.768 -0.489
```

Summary:
Kohn-Sham gap in eV: 9.12
LUMO level in eV: -0.5

***

(4)
Below is 12 unconnected molecules or ions with the total composition C32H60Cl16N4, with properties calculated with the ωB97M-V functional and the def2-TZVPD basis.

Structure (XYZ):
```
112
Properties=species:S:1:pos:R:3
H 22.401 24.458 29.800
Cl 18.029 25.356 32.792
H 20.030 15.823 32.491
H 19.480 22.669 29.711
N 17.488 21.218 33.699
C 13.561 29.381 29.915
C 16.782 18.147 32.611
N 15.896 17.920 33.302
H 17.501 20.084 26.993
C 22.475 23.839 27.675
C 15.030 27.450 30.582
H 18.337 28.024 31.819
C 17.985 23.916 28.956
H 14.488 21.161 32.673
Cl 17.615 21.293 29.668
H 22.396 24.300 26.694
H 21.727 20.237 32.837
Cl 12.054 23.026 28.067
Cl 16.283 24.410 29.136
H 14.026 23.277 31.716
H 17.651 18.163 30.700
Cl 15.736 25.127 24.836
H 19.529 23.719 22.970
H 14.814 29.287 31.617
Cl 21.486 22.150 31.412
C 17.907 18.478 31.713
H 18.635 18.807 25.062
H 14.115 23.222 34.206
H 15.577 21.336 31.256
H 19.878 27.982 22.156
H 20.064 20.522 32.329
C 13.543 22.043 28.119
C 14.474 22.358 26.978
H 15.808 28.198 28.681
C 14.875 23.780 33.654
H 17.977 19.566 31.714
Cl 13.791 21.954 25.372
H 18.582 24.823 29.006
H 13.382 28.268 31.681
H 16.714 28.739 30.139
H 18.363 23.180 30.972
H 14.732 23.413 27.006
H 18.212 18.548 27.437
C 19.074 16.298 32.276
H 14.542 24.818 33.611
H 17.167 28.197 26.306
C 17.624 18.608 25.406
H 17.355 17.576 25.202
Cl 15.317 28.531 24.893
H 20.306 25.688 22.964
C 16.545 21.435 33.077
H 21.847 26.356 22.697
C 21.425 26.245 24.783
C 15.354 21.689 32.266
H 15.438 26.412 26.810
H 19.535 27.973 23.895
H 18.034 22.308 25.278
H 13.237 20.999 28.137
H 20.301 25.913 32.847
C 20.311 27.822 23.141
C 16.253 26.281 26.106
H 18.094 23.521 27.945
C 19.383 26.496 32.904
C 16.177 27.914 29.668
H 18.388 16.062 33.090
C 14.966 23.174 32.264
H 15.513 26.906 31.396
Cl 15.906 18.422 27.525
C 14.163 28.647 31.020
C 20.970 26.474 23.340
C 20.330 26.117 25.746
C 18.436 22.860 29.936
Cl 22.255 22.316 34.687
Cl 21.406 22.415 27.682
H 22.069 27.069 25.089
C 20.969 21.001 32.696
H 19.600 18.222 33.056
H 21.064 28.603 23.285
H 17.113 25.828 26.593
H 18.675 15.855 31.361
H 19.944 18.014 31.316
H 19.326 26.932 33.899
Cl 16.524 19.596 24.364
C 19.228 17.818 32.115
H 23.508 23.500 27.737
H 15.672 23.719 31.633
H 15.827 23.787 34.184
H 15.399 21.790 27.076
H 19.959 22.464 34.051
H 16.862 27.081 29.509
Cl 19.478 26.765 30.216
N 13.087 29.973 29.054
H 14.055 22.240 29.062
H 20.356 20.973 34.764
H 14.399 26.738 30.045
H 19.440 23.307 25.470
C 20.704 21.681 34.010
C 18.914 22.673 24.752
Cl 20.012 21.293 24.477
C 19.311 27.537 31.808
H 21.004 24.872 28.854
H 20.074 28.306 31.904
H 17.991 24.281 23.746
Cl 17.579 22.475 22.376
H 21.965 25.296 24.818
C 17.416 19.011 26.847
N 19.463 26.006 26.488
Cl 22.800 26.369 28.536
C 22.084 24.761 28.805
H 17.416 27.493 24.702
C 18.614 23.431 23.476
C 16.707 27.605 25.517
```

Summary:
Structure (SMILES): CCCC#N.CCCC#N.CCCC#N.CCCC#N.ClCCCl.ClCCCl.ClCCCl.ClCCCl.ClCCCl.ClCCCl.ClCCCl.ClCCCl
Kohn-Sham gap in eV: 10.37
LUMO level in eV: 0.1
Energy relative to the best compared isomer or geometry (same formula, charge and spin) in kcal per mole: 0.0

***

(5)
Below is a molecular structure, C20H27N3O4PPtS, with properties calculated with the ωB97M-V functional and the def2-TZVPD basis.

Structure (XYZ):
```
57
Properties=species:S:1:pos:R:3
S 0.989 3.257 -1.267
H 5.148 4.796 0.718
O -2.075 -1.263 -1.694
O 0.158 -2.279 -1.051
C 0.333 0.955 3.854
C -3.616 0.635 0.822
H 0.021 -2.308 2.314
H 2.161 -2.608 -3.696
H 2.900 5.101 -0.273
H 2.991 -1.139 -4.245
H 1.502 -2.873 0.339
H -3.769 -4.126 -1.233
H 1.098 -1.154 0.416
C -3.983 -0.065 1.997
C -2.399 1.254 0.728
C -0.906 0.414 4.031
C 5.062 2.640 0.563
H -3.489 -2.229 -2.797
O -0.242 -1.457 -3.316
H -1.961 -3.100 -2.668
N -1.977 1.921 -0.429
H 1.599 2.032 2.453
H -1.597 2.844 -0.254
C -1.862 0.490 2.986
H -3.425 -0.645 3.970
P -0.498 -1.002 -1.795
N 3.047 1.786 -0.370
H -2.393 -3.570 -0.271
H -4.952 -0.544 2.046
C -1.477 1.161 1.818
C -3.212 -3.245 -0.909
H -3.877 -2.608 -0.324
C 0.874 -0.912 -4.045
C 4.563 3.941 0.410
H 1.088 0.904 4.626
O 2.380 0.690 -0.700
H 0.655 -1.123 -5.092
H -1.167 -0.089 4.954
H -2.660 1.919 -1.172
C 0.619 1.596 2.621
C 2.188 -1.521 -3.613
H 6.037 2.442 0.982
C 0.684 -2.154 0.283
H -0.729 -3.489 1.231
C -3.140 -0.123 3.065
C 3.321 4.115 -0.137
C 2.525 3.025 -0.548
H -4.304 0.680 -0.013
H 4.564 0.557 0.231
C -2.683 -2.502 -2.113
H -1.240 -1.798 1.183
H 2.415 -1.253 -2.580
H 0.885 0.172 -3.899
C -0.381 -2.459 1.310
C 4.282 1.596 0.162
Pt 0.169 1.013 -1.256
N -0.246 1.705 1.647
```

Summary:
Kohn-Sham gap (spin up / spin down) in eV: 6.75 / 7.47
2S+1: 2
LUMO level (spin up / spin down) in eV: 0.3 / 0.2
Energy relative to the best compared isomer or geometry (same formula, charge and spin) in kcal per mole: 3.5

***

(6)
Below is a molecular structure, C21H24BCl3N6ORh, with properties calculated with the ωB97M-V functional and the def2-TZVPD basis.

Structure (XYZ):
```
57
Properties=species:S:1:pos:R:3
H -2.160 3.000 -3.310
C -1.562 -0.383 2.703
C -2.045 0.028 -3.253
H 4.279 -1.717 0.553
H -1.523 0.070 -4.208
H -2.540 -1.918 3.785
N -0.618 2.039 -0.617
H 2.555 3.681 2.065
H -2.267 0.684 4.506
Cl -1.850 -5.486 0.833
H 4.101 -1.364 -1.160
Cl 0.200 -7.289 -3.799
H -1.472 4.707 -0.117
C -1.070 3.174 3.469
N -0.876 0.054 1.642
C -0.769 -6.252 -1.523
N -0.623 1.362 1.791
H 0.959 -4.545 -3.909
N -0.911 0.865 -1.210
H 0.057 4.804 -0.986
C 3.570 -1.404 -0.210
N 1.549 1.487 0.557
H 4.786 1.229 0.453
C 3.027 -0.064 0.129
O -0.728 -2.965 -0.051
H -2.650 -2.073 2.024
C 2.759 2.065 0.697
C -1.148 1.786 2.959
Cl 0.756 -2.118 -2.391
H -1.141 -2.458 2.841
H -1.546 3.869 2.780
C -2.001 -1.790 2.851
C -0.067 -6.010 -2.704
H -1.136 -7.241 -1.310
C -1.687 2.481 -2.502
C 3.724 1.102 0.429
H 4.064 3.646 1.145
H 0.275 3.270 1.032
C -0.995 -5.233 -0.626
H 2.563 4.166 0.372
H -1.464 5.055 -1.850
C -1.556 1.104 -2.354
C -1.084 3.044 -1.385
C -1.756 0.692 3.566
Rh -0.113 -0.893 -0.211
C -0.521 -3.900 -0.874
H -1.575 3.233 4.429
C -0.980 4.486 -1.062
H -0.035 3.484 3.599
C 0.417 -4.732 -2.996
H -3.106 0.166 -3.448
B 0.156 2.144 0.722
C 2.993 3.473 1.091
H -1.894 -0.952 -2.800
N 1.721 0.195 0.215
H 2.770 -2.141 -0.273
C 0.191 -3.717 -2.101
```

Summary:
Kohn-Sham gap (spin up / spin down) in eV: 5.23 / 5.30
Total charge: +1
LUMO level (spin up / spin down) in eV: -5.6 / -5.5

***

(7)
Below is 2 unconnected molecules or ions with the total composition C3H10NOS, with properties calculated with the ωB97M-V functional and the def2-TZVPD basis.

Structure (XYZ):
```
16
Properties=species:S:1:pos:R:3
H 0.392 0.878 1.125
C 0.574 1.501 0.244
H -0.483 -1.801 2.130
H 0.393 1.448 -1.901
C 0.301 0.769 -1.049
H 0.857 -1.133 -1.537
H -0.175 2.301 0.335
H 1.800 -0.522 -0.443
C -1.112 0.208 -1.089
N 1.340 -0.283 -1.295
H 1.549 1.968 0.350
S -1.569 -1.174 -0.049
H -0.158 -2.379 3.520
O -0.535 -2.586 2.662
H -1.333 -0.203 -2.085
H -1.842 1.007 -0.918
```

Summary:
Kohn-Sham gap (spin up / spin down) in eV: 10.46 / 7.11
2S+1: 2
LUMO level (spin up / spin down) in eV: 0.8 / -2.2
Energy relative to the best compared isomer or geometry (same formula, charge and spin) in kcal per mole: 3.2

***

no.,electronic energy (eV)
1,-7424.0211
2,-39795.4738
3,-99868.5017
4,-240478.6819
5,-57210.6952
6,-74402.4208
7,-17644.6614